DFT (wB97M-V/def2-TZVPD) results for an isolated ion of composition C3H3N2S and charge +1 at a distorted geometry.

Bonds (Å) are listed after each position.
Cartesian coordinates (Å):
1 S 3.35 0.06 -0.08  N2 1.635, H7 1.251
2 N 1.79 0.10 0.40  S1 1.635, C3 1.217
3 C 0.65 0.17 -0.03  N2 1.217, N4 1.252
4 N -0.60 0.14 -0.03  C3 1.252, C5 1.489, C6 1.537
5 C -1.89 -0.55 -0.31  N4 1.489, C6 1.267, H8 1.153
6 C -2.02 0.70 -0.22  N4 1.537, C5 1.267, H9 1.065
7 H 3.72 -0.55 0.95  S1 1.251
8 H -2.32 -1.61 -0.46  C5 1.153
9 H -2.68 1.54 -0.20  C6 1.065

Output
- net charge = +1
- 2S+1 = 1
- max |F| (eV Å⁻¹) = 3.30
- highest occupied orbital energy (eV) = -13.8
- total energy (eV) = -16961.921
- orbital gap (eV) = 9.40
- structure (SMILES) = S[N+]#CN1C=C1

Results of the natural (NBO) charge analysis, in e, for atoms 1 through 8: S 0.4059; N -0.5060; C 0.6482; N -0.3924; C 0.0483; C 0.0701; H 0.1183; H 0.3144